Record 1
The following is a quantum chemistry calculation of 2 unconnected molecules or ions with the total composition C13H28ClN4O2, from OMol25.

CARTESIAN COORDINATES (ANGSTROEM)
C 0.882220 2.543421 3.891319
C 1.614245 3.765172 3.157316
C 1.220632 3.963811 1.617112
C -0.352354 4.141572 1.355595
O -0.830944 3.262115 0.259592
N -1.384159 2.156457 0.801765
C -2.775260 2.298026 1.151565
N -3.153091 1.048870 1.742552
C -1.945111 0.251201 1.685336
N -1.942524 -0.997677 2.188814
N -0.828871 0.929898 1.071421
C 0.575030 0.538379 0.814273
Cl 1.193072 1.095645 -0.847811
C 0.899791 -1.017873 0.898522
C 2.502802 -1.181712 0.759594
H 0.909279 2.757901 5.016025
H -0.208251 2.400071 3.598040
H 1.504263 1.587885 3.742276
H 2.739396 3.524147 3.168972
H 1.499893 4.736830 3.735538
H 1.715073 4.945057 1.279602
H 1.708014 3.142857 1.001345
H -0.900643 3.965220 2.334864
H -0.631183 5.207469 1.026607
H -3.436323 3.210223 0.990722
H -2.708202 -1.619040 1.879179
H -1.287514 -1.379304 2.872865
H 1.271442 1.062774 1.562866
H 0.645200 -1.418006 1.945469
H 0.403931 -1.619499 0.072503
H 2.927829 -1.957771 1.468874
H 3.039504 -0.193876 0.993771
H 2.741736 -1.434876 -0.326490
C -0.579950 -1.581635 -3.054576
C -1.248046 -2.921955 -2.799643
O -1.703940 -3.557772 -3.981139
C -0.710013 -3.899994 -4.937965
C 0.312496 -4.894320 -4.415960
H -1.217911 -0.941500 -3.669189
H -0.371708 -1.072066 -2.109957
H 0.368297 -1.702585 -3.584097
H -2.132395 -2.760205 -2.177083
H -0.588841 -3.591157 -2.235308
H -0.223179 -2.997802 -5.322499
H -1.238793 -4.350751 -5.781073
H 0.942203 -4.450051 -3.640390
H 0.965983 -5.229847 -5.224258
H -0.183123 -5.763728 -3.976859

Forces on the atoms, in the same order (eV/Å):
C 0.761 0.386 0.603
C 0.406 -0.474 -0.289
C 0.328 1.093 0.293
C 1.184 1.248 0.651
O 1.135 -0.015 1.140
N -4.681 2.388 0.068
C 2.782 -5.451 0.904
N 4.364 1.757 -2.114
C -1.200 2.556 -0.274
N -0.308 -0.935 -0.495
N -3.387 -0.570 1.159
C 2.089 -0.512 0.110
Cl -1.019 -0.216 1.240
C 0.842 -0.050 0.764
C -0.026 0.598 -0.430
H -0.161 -0.441 -1.570
H 1.386 0.085 0.293
H -1.172 1.256 0.102
H -1.642 0.514 0.025
H -0.103 -1.247 -0.746
H -0.598 -1.544 0.379
H -0.993 0.976 0.569
H 0.322 -0.136 -1.447
H 0.609 -1.724 0.258
H 1.393 -1.376 0.134
H 0.611 0.761 0.647
H -0.262 0.506 -0.701
H -1.355 -0.606 -1.106
H 0.087 0.642 -1.707
H 0.315 0.882 1.242
H -0.744 0.817 -1.012
H -0.799 -1.404 -0.297
H -0.147 0.241 1.609
C 0.187 -0.032 -0.170
C -0.076 0.004 -0.151
O -0.183 0.062 0.139
C 0.079 -0.163 -0.063
C 0.098 0.083 0.221
H -0.015 -0.044 0.111
H -0.028 -0.005 -0.065
H -0.003 0.053 0.090
H -0.076 -0.140 -0.173
H 0.103 0.021 0.005
H 0.061 0.002 0.030
H -0.149 0.121 0.171
H 0.053 -0.038 -0.077
H -0.066 0.029 0.051
H -0.002 0.040 -0.118

## Properties
Lowest unoccupied orbital energy ... -3.9 eV
Net charge ... +1
Orbital gap ... 7.7 eV

Atom charges from the Löwdin analysis, given in e for atoms 1 to 6: -0.124 -0.238 -0.168 -0.118 -0.074 -0.123



Record 2
The following is a quantum chemistry calculation of a molecular structure, C15H39AsCl12F6O12P3, from OMol25.

CARTESIAN COORDINATES (ANGSTROEM)
As -1.341247 -0.462915 -1.285958
F 0.016353 -1.251955 -2.228168
F -0.836917 1.133635 -1.764698
F -2.735427 0.237105 -0.423688
F -1.910617 -2.083175 -0.868218
F -0.423947 -0.476155 0.201082
F -2.360137 -0.604705 -2.801878
C 0.000663 3.676865 8.667852
O -0.830337 2.547795 8.455012
P -0.437117 0.969415 8.219242
O -1.568607 0.021745 8.295822
O 0.300103 0.962305 6.780992
C -0.307717 1.234625 5.644052
O 0.640793 0.572715 9.350992
C 1.997393 0.221785 9.078672
H 0.791983 3.775485 7.924762
H 0.347763 3.648545 9.700722
H -0.659407 4.516595 8.450462
H 0.066553 0.536325 4.895462
H -0.149937 2.266425 5.330042
H -1.388037 1.089895 5.636432
H 2.243283 0.355695 8.025252
H 2.239163 -0.757905 9.490792
H 2.696293 0.961915 9.468332
C 0.820863 5.953395 -10.308548
O 1.191503 4.991585 -9.380978
P 1.293543 5.419955 -7.778888
O 2.062793 6.643295 -7.460758
O -0.250807 5.597495 -7.364568
C -0.718247 6.258175 -6.219778
O 1.927653 4.060895 -7.112728
C 1.672993 3.748145 -5.772818
H 0.703753 6.985445 -9.977988
H -0.198317 5.745595 -10.634398
H 1.383933 5.899725 -11.240308
H -1.798697 6.381605 -6.145658
H -0.331497 7.274685 -6.147468
H -0.506757 5.830115 -5.239908
H 2.344603 4.329705 -5.141288
H 1.936973 2.743585 -5.442258
H 0.626723 3.853505 -5.485928
C -0.209937 -5.249025 5.346882
O 0.302033 -6.504675 5.078102
P 1.902863 -6.678745 4.611832
O 2.299803 -7.854375 3.840892
O 2.365673 -5.264395 3.865462
C 1.954443 -4.960905 2.587172
O 2.623483 -6.559125 6.045212
C 3.985003 -6.931155 6.074212
H 0.443113 -4.440975 5.017222
H -0.430337 -5.107295 6.404912
H -1.120567 -4.976745 4.813302
H 1.308283 -4.102955 2.772882
H 1.274583 -5.666255 2.109302
H 2.801503 -4.735945 1.939122
H 4.380253 -5.955545 6.357112
H 4.456783 -7.222335 5.135732
H 4.250523 -7.577735 6.910612
C -2.973777 0.462335 -7.496358
Cl -2.557297 0.179345 -9.233458
Cl -3.825597 2.069565 -7.405488
H -3.638067 -0.288175 -7.067938
H -2.043097 0.479965 -6.929238
C -4.281517 4.740175 0.039892
Cl -4.859927 6.236965 -0.797028
Cl -4.761527 4.585285 1.746342
H -4.686097 3.878515 -0.491098
H -3.199297 4.619195 0.087462
C 3.737883 2.480015 -0.500558
Cl 4.234003 1.883085 1.159702
Cl 5.066193 3.482105 -1.247678
H 3.395803 1.628965 -1.089458
H 2.932703 3.147685 -0.193948
C -2.213647 -4.948185 -4.373828
Cl -2.313647 -5.740305 -5.962758
Cl -1.117817 -5.844685 -3.357128
H -1.625037 -4.049825 -4.559788
H -3.153577 -4.778345 -3.848678
C 4.459243 -3.601025 -2.758808
Cl 5.267603 -2.635595 -4.055818
Cl 5.263513 -5.193895 -2.425088
H 4.427513 -2.964155 -1.874788
H 3.393113 -3.758755 -2.921878
C -7.219437 -2.250405 -0.041318
Cl -6.923607 -3.392785 -1.437428
Cl -7.094017 -0.554695 -0.383668
H -8.239677 -2.429795 0.297842
H -6.590307 -2.463325 0.822952

Forces on the atoms, in the same order (eV/Å):
As -1.337 -1.822 -1.368
F -1.127 1.150 1.119
F 0.180 -0.516 0.250
F 0.982 -0.311 -0.603
F 0.241 0.683 -0.158
F 0.064 0.419 -0.722
F 1.058 0.419 1.410
C -0.336 -0.022 -0.376
O -0.176 -2.435 -0.346
P -0.897 -0.042 0.214
O 0.598 1.487 -0.193
O 2.253 -0.811 5.632
C -2.207 0.609 -4.122
O 0.063 0.751 -1.117
C 0.821 0.854 -0.531
H 0.352 -0.402 0.182
H 0.222 0.333 -0.168
H 0.071 0.149 0.521
H 0.110 0.278 -0.297
H 0.226 0.080 -0.166
H -0.192 -0.117 0.373
H -0.396 -0.878 -0.250
H -0.238 0.060 -0.266
H -0.281 0.088 0.890
C -1.882 0.922 -1.527
O 0.861 -0.313 3.502
P 0.722 0.057 -0.409
O -0.452 -0.917 -0.419
O 0.223 -1.357 -0.527
C -0.179 1.610 1.623
O -1.161 0.957 -2.207
C 0.156 0.065 1.876
H 0.842 0.008 0.479
H -0.262 -0.375 0.006
H 0.610 -0.031 0.428
H -0.145 -0.450 -1.070
H 0.290 0.038 -0.324
H 0.631 -0.718 -0.298
H -0.357 0.579 0.131
H 0.067 -0.422 -1.137
H 0.020 0.314 -0.109
C -0.514 2.435 0.290
O 2.773 -1.553 -1.582
P -0.660 1.814 0.499
O -0.791 -0.003 0.106
O 0.193 -2.886 3.258
C -1.585 1.141 -1.150
O -1.721 -0.805 -1.439
C 1.499 1.927 0.937
H 0.439 -0.056 0.301
H 0.215 -0.220 0.098
H -0.294 -0.907 -0.239
H 0.193 0.574 -0.882
H 0.380 -0.562 0.055
H -0.113 0.008 0.096
H 1.061 -0.128 -0.088
H -0.524 -0.303 0.009
H -0.564 -0.455 -0.286
C -0.090 0.782 -0.432
Cl -0.237 -0.275 0.908
Cl 0.520 -0.862 0.261
H 0.025 0.056 -0.533
H -0.206 0.308 -0.153
C 0.018 -0.558 0.012
Cl 0.523 -0.802 0.663
Cl -0.278 0.321 -0.214
H -0.108 0.309 0.044
H -0.133 0.671 -0.511
C 0.384 0.676 1.514
Cl 0.066 -0.021 -0.949
Cl -1.028 -0.959 0.313
H 0.434 0.311 -0.108
H 0.090 -0.043 -0.771
C 1.177 0.687 -0.335
Cl -0.630 -0.002 0.034
Cl 0.245 -0.730 0.815
H -0.822 0.269 0.055
H 0.052 -0.156 -0.503
C -0.083 0.267 0.404
Cl -0.580 -0.775 0.625
Cl -0.485 1.153 -0.228
H 0.788 -0.299 0.093
H 0.314 -0.325 -0.887
C -0.659 -0.947 0.446
Cl 0.000 0.911 0.965
Cl 0.201 0.397 -0.461
H 0.061 -0.095 -0.371
H 0.416 -0.261 -0.601

## Properties
Lowest unoccupied orbital energy ... 1.7 eV
Net charge ... -1
Orbital gap ... 10.6 eV

Atom charges from the Löwdin analysis, given in e for atoms 1 to 6: 0.839 -0.333 -0.279 -0.303 -0.300 -0.280